C16H18BrHgN3O6S as an isolated structure at a distorted geometry. Source: OMol25; level of theory: ωB97M-V with the def2-TZVPD basis set.

Geometry (Å):
C1 -0.6484 -1.8621 -2.1204
C2 -1.2914 -2.2632 -0.8353
O1 -1.9197 -3.2612 -0.6707
N1 -1.1221 -1.3916 0.3394
C3 -2.2902 -1.0514 1.1141
C4 -3.6344 -1.4922 0.6842
O2 -2.0522 -0.3732 2.0997
C5 -0.2532 -0.2854 0.3288
C6 -0.6336 0.9630 -0.1269
C7 -1.9754 1.1814 -0.8138
O3 -3.0513 1.2382 0.1202
O4 -2.5395 2.0597 1.1628
C8 0.2449 2.0903 0.0506
C9 -0.0525 3.4396 -0.4540
C10 0.3101 3.4744 -1.9500
O5 -0.0191 2.5954 -2.6922
O6 0.9835 4.5672 -2.2473
C11 1.5460 1.8495 0.6468
N2 2.4838 2.7578 0.8226
S1 3.7397 2.0140 1.5113
N3 3.1577 0.5429 1.6092
C12 1.9271 0.5572 1.0747
C13 1.0558 -0.5426 0.9487
C14 1.4409 -1.8699 1.4110
C15 2.2121 -2.5760 0.2043
C16 3.7272 -2.5803 0.4333
Br1 1.5265 -4.3554 0.0180
H1 -1.1711 -1.0456 -2.6105
H2 0.3991 -1.6007 -1.9870
H3 -0.6867 -2.7350 -2.7636
H4 -3.8535 -1.2433 -0.3493
H5 -4.3452 -1.0125 1.3483
H6 -3.7295 -2.5676 0.8152
H7 -2.2449 0.3742 -1.4888
H8 -1.9400 2.0912 -1.3957
H9 -2.3313 1.4017 1.8540
H10 0.5528 4.1732 0.0703
H11 -1.0945 3.7239 -0.3150
H12 1.2911 4.5108 -3.1699
H13 2.1127 -1.7905 2.2597
H14 0.5673 -2.4553 1.6640
H15 2.0212 -2.0450 -0.7230
H16 4.1653 -3.4473 -0.0476
H17 3.9497 -2.6518 1.4939
H18 4.1711 -1.6698 0.0413
Hg1 -0.7059 2.5633 2.6347

Cartesian forces (eV/Å) of the 6 atoms listed first:
C 0.240 -0.364 -0.079
C 0.040 -0.569 0.486
O -0.038 0.257 -0.129
N -1.427 0.803 -0.861
C 0.718 -0.380 0.026
C -0.284 -0.336 0.662

Values from the calculation:
- charge = +2
- HOMO energy (eV) = -15.78

---

A 2-piece molecular cluster, C5H14 overall at a distorted geometry. Source: OMol25; level of theory: ωB97M-V with the def2-TZVPD basis set.

Geometry (Å):
C1 1.6388 -1.9244 1.1024
C2 0.8718 -2.3754 -0.1236
C3 1.5113 -0.4191 1.4149
H1 1.2416 -2.3807 2.0113
H2 2.7041 -2.1631 1.0962
H3 -0.1875 -2.1642 -0.0298
H4 1.0986 -3.4226 -0.3519
H5 2.2409 0.1530 0.8269
H6 0.5039 -0.0270 1.2584
H7 1.3218 -1.9686 -1.0405
H8 1.7673 -0.0898 2.4220
C4 -1.2260 2.0734 -1.5805
C5 -2.3980 2.1093 -0.5619
H9 -1.1491 2.9546 -2.2213
H10 -0.3539 1.9474 -0.9490
H11 -1.4763 1.3295 -2.3400
H12 -2.0371 1.8289 0.4274
H13 -2.8509 3.1043 -0.5954
H14 -3.2215 1.4346 -0.7655

Cartesian forces (eV/Å) of the 6 atoms listed first:
C -0.244 0.948 1.486
C 1.504 -0.428 -0.676
C 0.560 0.638 -0.518
H -0.074 -0.601 -0.186
H -0.090 -0.211 -0.323
H -0.083 -0.100 -0.253

Values from the calculation:
- HOMO energy (eV) = -11.10
- relative energy (zero: lowest compared OMol25 entry of this formula, charge and spin) (kJ/mol) = 63.1
- structure (SMILES) = CCC.CC

---

C5H12O2 as an isolated structure at a distorted geometry. Source: OMol25; level of theory: ωB97M-V with the def2-TZVPD basis set.

Geometry (Å):
C1 2.2585 0.1372 1.3205
C2 0.8323 0.6318 1.0698
C3 0.2657 0.1441 -0.2374
O1 0.0967 -1.6918 -0.0159
C4 -1.1774 0.3916 -0.5304
C5 -1.6182 -0.0450 -1.9337
O2 -2.0127 0.0126 0.5062
H1 2.3068 -0.9566 1.3043
H2 2.9487 0.5095 0.5521
H3 2.6181 0.4850 2.2954
H4 0.1457 0.3377 1.8736
H5 0.8354 1.7337 1.0571
H6 0.9284 0.3170 -1.1061
H7 0.0386 -1.9066 0.9361
H8 -1.1218 1.5158 -0.5142
H9 -1.5193 -1.1284 -2.0661
H10 -2.6676 0.2308 -2.0871
H11 -1.0094 0.4493 -2.7038
H12 -1.7845 -1.2168 0.4266

Cartesian forces (eV/Å) of the 6 atoms listed first:
C 0.049 -0.033 0.054
C -0.013 -0.059 -0.037
C -0.224 -3.635 0.899
O 0.314 2.440 -0.361
C 0.598 2.249 -0.678
C 0.004 -0.037 0.164

Values from the calculation:
- HOMO energy (eV) = -10.23
- relative energy (zero: lowest compared OMol25 entry of this formula, charge and spin) (kJ/mol) = 298.3

---

C22H45BNO15P3S4Si2 as an isolated structure at a distorted geometry. Source: OMol25; level of theory: ωB97M-V with the def2-TZVPD basis set.

Geometry (Å):
C1 0.2148 0.0703 1.3849
B1 0.3569 1.4514 0.5028
O1 1.3904 2.4661 0.9126
Si1 -0.7730 1.9002 -1.0475
O2 -0.4403 3.5850 -1.4041
Si2 -1.9542 4.5452 -1.4450
C2 -1.3896 6.2746 -2.1920
O3 0.0534 6.3973 -1.9015
N1 0.6748 6.0263 -3.0453
O4 1.6938 5.3967 -2.8074
C3 -3.2406 3.8474 -2.6744
C4 -4.6114 3.2329 -2.0484
C5 -5.9670 3.3169 -3.0259
C6 -7.4433 2.7020 -2.5906
C7 -7.6025 1.9542 -1.1346
C8 -9.0393 1.2691 -0.6476
C9 -6.2888 1.8755 -0.1153
C10 -4.8262 2.5051 -0.5998
P1 -2.6800 4.9864 0.5755
O5 -2.2679 3.6954 1.7239
O6 -4.3519 5.4684 0.6713
S1 -1.6376 6.5519 1.2108
P2 -0.0972 0.5305 -2.6869
P3 -1.1010 -1.4216 -2.5034
O7 -2.6837 -1.2562 -2.2485
O8 -0.4969 -2.4121 -1.2037
O9 -0.8887 -2.3688 -3.9899
H1 0.9071 0.2131 2.3457
H2 0.7437 -0.7860 0.7527
H3 -0.8942 -0.1828 1.6721
H4 0.8182 3.2576 1.2137
H5 -2.1739 1.5708 -0.8333
H6 -1.6511 6.2839 -3.3343
H7 -1.9816 7.1346 -1.6291
H8 -3.5453 4.6987 -3.4540
H9 -2.7323 2.9970 -3.3251
H10 -5.8736 3.8328 -4.0868
H11 -8.3413 2.7790 -3.3587
H12 -9.2120 0.2943 -1.3135
H13 -8.9049 0.8669 0.4548
H14 -9.9602 1.9764 -0.7911
H15 -6.4505 1.3262 0.9254
H16 -3.9278 2.4151 0.1437
H17 -3.1055 3.2794 2.0900
H18 -4.7765 4.8570 1.3591
H19 -0.6036 1.0729 -3.9272
H20 0.4570 -2.1067 -1.0363
H21 -0.1876 -3.0779 -3.8032
C11 3.4744 -1.1554 5.2695
C12 3.0778 -2.1586 6.3516
C13 1.8344 -2.8970 5.8589
S2 1.9183 -2.8815 4.0744
O10 0.8203 -2.0849 3.5686
O11 2.1868 -4.2236 3.5979
C14 3.4144 -1.9206 3.9558
H22 4.4703 -0.7391 5.4470
H23 2.7577 -0.3256 5.2540
H24 3.8955 -2.8736 6.5034
H25 2.8903 -1.6661 7.3109
H26 1.8140 -3.9309 6.2126
H27 0.9178 -2.3822 6.1596
H28 3.3721 -1.2695 3.0810
H29 4.2534 -2.6172 3.8672
C15 0.8369 0.5762 -8.9596
C16 -0.5992 0.0674 -8.8444
C17 -0.9613 0.0481 -7.3603
S3 0.0292 1.3184 -6.5878
O12 0.9606 0.6863 -5.6772
O13 -0.8303 2.4126 -6.1822
C18 0.9148 1.7990 -8.0577
H30 1.0991 0.8217 -9.9929
H31 1.5319 -0.1954 -8.6074
H32 -1.2717 0.7490 -9.3794
H33 -0.7141 -0.9249 -9.2917
H34 -2.0204 0.2666 -7.2017
H35 -0.7051 -0.9093 -6.8982
H36 1.9379 2.0801 -7.8024
H37 0.3895 2.6499 -8.5016
C19 6.9115 -7.1784 7.0261
C20 5.6210 -7.3131 6.2192
C21 5.0511 -5.9086 6.0277
S4 6.4467 -4.7939 6.0632
O14 6.3324 -3.9499 7.2340
O15 6.6593 -4.2536 4.7354
C22 7.6835 -6.0367 6.3818
H38 7.4904 -8.1065 7.0242
H39 6.6724 -6.9298 8.0670
H40 5.8468 -7.7561 5.2416
H41 4.8989 -7.9678 6.7171
H42 4.5331 -5.8118 5.0702
H43 4.3779 -5.6351 6.8448
H44 8.4653 -5.6296 7.0253
H45 8.1073 -6.3412 5.4201

Cartesian forces (eV/Å) of the 6 atoms listed first:
C 1.447 0.335 0.133
B 2.100 0.500 2.498
O -3.763 -0.778 0.230
Si 0.435 1.301 -0.167
O -3.806 -0.537 0.284
Si 2.566 -0.602 -2.802

Values from the calculation:
- HOMO energy (eV) = -8.30

---

| no. | LUMO level (eV) |
| --- | --- |
| 1 | -11.53 |
| 2 | 1.11 |
| 3 | 0.70 |
| 4 | -0.17 |